(1)
Density functional theory data (ωB97M-V/def2-TZVPD) for a molecular structure, C41H60N7O6PS2Tc in a non-equilibrium geometry.

Element x y z (Å)
Tc: 1.206 -0.796 0.541
N: 1.039 -2.926 1.403
N: 1.796 -3.734 0.529
C: 2.160 -3.220 -0.754
O: 2.560 -4.033 -1.564
O: 2.069 -1.969 -0.894
H: 1.353 -3.076 2.364
H: 0.029 -3.104 1.354
H: 1.567 -4.722 0.523
O: -1.499 1.145 0.774
C: -1.295 1.829 1.982
C: -0.392 0.885 2.804
O: -0.326 1.074 4.048
O: 0.267 -0.021 2.252
C: -2.610 2.019 2.745
C: -3.686 1.209 2.408
C: -4.898 1.318 3.064
C: -5.040 2.224 4.101
C: -3.970 3.029 4.454
C: -2.765 2.932 3.780
C: -0.582 3.169 1.807
C: 0.115 3.756 2.859
C: 0.685 5.010 2.721
C: 0.590 5.693 1.522
C: -0.084 5.108 0.465
C: -0.663 3.859 0.603
H: -1.958 1.705 0.140
H: -3.554 0.480 1.626
H: -5.721 0.683 2.766
H: -5.982 2.301 4.625
H: -4.074 3.739 5.264
H: -1.948 3.573 4.069
H: 0.218 3.228 3.796
H: 1.201 5.453 3.562
H: 1.034 6.674 1.415
H: -0.167 5.631 -0.475
H: -1.156 3.423 -0.254
C: 4.153 3.936 0.806
O: 2.975 3.150 0.755
C: 2.955 2.130 -0.102
S: 4.219 1.679 -1.028
S: 1.355 1.450 -0.245
H: 3.914 4.813 1.406
H: 4.448 4.230 -0.205
H: 4.970 3.369 1.258
N: -0.443 -1.206 -0.486
P: -1.016 -1.173 -1.930
N: -0.223 -0.372 -3.186
C: -0.188 1.075 -3.247
C: -0.008 1.488 -4.710
C: 1.296 0.903 -5.245
C: 1.293 -0.612 -5.062
C: 1.051 -0.938 -3.591
N: -1.224 -2.711 -2.594
C: -1.162 -3.912 -1.801
C: -0.271 -4.972 -2.452
C: -0.723 -5.244 -3.885
C: -0.758 -3.932 -4.663
C: -1.672 -2.938 -3.946
N: -2.536 -0.412 -1.915
C: -3.281 0.072 -3.061
C: -4.566 -0.724 -3.278
C: -5.496 -0.594 -2.064
C: -4.704 -0.294 -0.786
C: -3.349 -0.978 -0.845
H: 0.649 1.469 -2.655
H: -1.111 1.475 -2.826
H: 0.013 2.575 -4.789
H: -0.844 1.114 -5.308
H: 2.130 1.330 -4.682
H: 1.419 1.161 -6.301
H: 2.249 -1.034 -5.376
H: 0.498 -1.053 -5.669
H: 1.867 -0.530 -2.981
H: 1.028 -2.014 -3.420
H: -2.175 -4.331 -1.670
H: -0.781 -3.620 -0.819
H: -0.319 -5.890 -1.860
H: 0.765 -4.632 -2.467
H: -1.719 -5.698 -3.886
H: -0.032 -5.944 -4.358
H: -1.125 -4.097 -5.678
H: 0.252 -3.528 -4.725
H: -2.692 -3.355 -3.934
H: -1.689 -1.983 -4.470
H: -2.648 0.015 -3.946
H: -3.549 1.130 -2.909
H: -4.304 -1.770 -3.441
H: -5.071 -0.367 -4.177
H: -6.050 -1.527 -1.939
H: -6.223 0.203 -2.229
H: -5.263 -0.647 0.083
H: -4.553 0.781 -0.676
H: -3.507 -2.060 -0.984
H: -2.776 -0.846 0.076
C: 2.096 -1.159 4.637
N: 2.030 0.301 4.597
C: 2.401 0.891 5.882
C: 2.807 0.906 3.452
C: 3.636 -0.072 2.655
C: 4.906 -0.322 3.181
C: 5.816 -1.131 2.534
C: 5.457 -1.637 1.297
C: 4.209 -1.358 0.774
C: 3.202 -0.636 1.438
H: 1.441 -1.535 5.421
H: 3.116 -1.501 4.820
H: 1.762 -1.537 3.672
H: 0.948 0.572 4.422
H: 3.437 0.655 6.134
H: 1.756 0.509 6.672
H: 2.276 1.972 5.836
H: 3.480 1.654 3.876
H: 2.106 1.426 2.798
H: 5.194 0.139 4.120
H: 6.787 -1.336 2.966
H: 6.147 -2.249 0.731
H: 4.025 -1.718 -0.225

The energy above the lowest of the compared OMol25 structures with the same formula, charge and spin is 0.5 kJ/mol. As for the expectation value of S²: 3.777. The calculation puts the HOMO-LUMO gap (alpha / beta) at 7.581 / 7.225 eV. As for the spin multiplicity: 4. The max |F| comes out at 1.7 eV Å⁻¹.

Atomic partial charges in e from the Löwdin method, atoms 1 to 99:
1. Tc 1.388
2. N -0.040
3. N 0.020
4. C -0.739
5. O 0.044
6. O -0.207
7. H 0.098
8. H 0.098
9. H 0.139
10. O -0.066
11. C -0.332
12. C -0.492
13. O 0.037
14. O -0.143
15. C -0.113
16. C -0.015
17. C -0.074
18. C -0.091
19. C -0.072
20. C -0.016
21. C -0.157
22. C -0.052
23. C -0.074
24. C -0.089
25. C -0.068
26. C -0.050
27. H 0.096
28. H 0.088
29. H 0.101
30. H 0.099
31. H 0.103
32. H 0.103
33. H 0.105
34. H 0.104
35. H 0.103
36. H 0.106
37. H 0.107
38. C -0.118
39. O -0.235
40. C -1.233
41. S 0.701
42. S 0.706
43. H 0.087
44. H 0.069
45. H 0.085
46. N -0.321
47. P 0.639
48. N -0.199
49. C -0.244
50. C -0.178
51. C -0.201
52. C -0.174
53. C -0.217
54. N -0.203
55. C -0.220
56. C -0.178
57. C -0.199
58. C -0.177
59. C -0.214
60. N -0.197
61. C -0.220
62. C -0.173
63. C -0.191
64. C -0.190
65. C -0.248
66. H 0.048
67. H 0.098
68. H 0.109
69. H 0.107
70. H 0.114
71. H 0.108
72. H 0.115
73. H 0.107
74. H 0.113
75. H 0.093
76. H 0.119
77. H 0.077
78. H 0.112
79. H 0.083
80. H 0.109
81. H 0.110
82. H 0.112
83. H 0.103
84. H 0.116
85. H 0.101
86. H 0.095
87. H 0.120
88. H 0.094
89. H 0.111
90. H 0.107
91. H 0.105
92. H 0.109
93. H 0.109
94. H 0.118
95. H 0.075
96. C -0.019
97. N -0.201
98. C -0.022
99. C -0.091

(2)
Density functional theory data (ωB97M-V/def2-TZVPD) for 7 unconnected molecules or ions with the total composition C53H90N7O6 in a non-equilibrium geometry.

Element x y z (Å)
C: -3.282 0.913 2.604
N: -4.096 0.919 1.387
C: -3.559 1.285 0.146
C: -4.404 1.403 -1.012
C: -5.759 1.259 -0.822
C: -6.255 0.827 0.311
C: -5.435 0.707 1.469
C: -6.738 1.397 -1.949
C: -6.523 0.707 -3.119
C: -7.425 0.907 -4.228
N: -8.547 1.717 -4.022
C: -8.705 2.440 -2.883
C: -7.751 2.393 -1.853
C: -9.515 1.859 -5.153
H: -3.452 1.954 2.881
H: -2.249 0.637 2.393
H: -3.667 0.245 3.374
H: -2.483 1.344 0.085
H: -4.025 1.474 -2.021
H: -7.322 0.697 0.411
H: -5.887 0.434 2.412
H: -5.684 0.036 -3.229
H: -7.223 0.519 -5.215
H: -9.601 3.041 -2.914
H: -7.814 2.965 -0.939
H: -8.915 2.354 -5.917
H: -10.272 2.569 -4.819
H: -9.672 0.872 -5.588
C: 8.975 3.650 4.629
N: 7.498 3.921 4.281
C: 6.864 3.055 3.421
C: 5.581 3.286 2.930
C: 4.821 4.347 3.444
C: 5.505 5.250 4.261
C: 6.827 4.977 4.807
C: 3.473 4.650 2.862
C: 2.517 3.638 2.945
C: 1.249 3.739 2.365
N: 0.901 4.902 1.786
C: 1.861 5.882 1.559
C: 3.127 5.739 2.059
C: -0.359 5.154 1.142
H: 9.216 4.038 5.618
H: 9.539 4.059 3.790
H: 9.104 2.571 4.558
H: 7.498 2.220 3.161
H: 5.194 2.487 2.315
H: 5.042 6.098 4.742
H: 7.365 5.575 5.528
H: 2.600 2.681 3.437
H: 0.464 2.999 2.321
H: 1.622 6.835 1.109
H: 3.792 6.574 1.892
H: -1.088 4.472 1.580
H: -0.155 5.059 0.076
H: -0.758 6.147 1.351
C: 3.422 -2.968 7.835
C: 4.094 -1.616 7.685
C: 3.391 -0.960 6.356
C: 3.401 -1.854 5.098
N: 2.793 -1.326 3.785
C: 3.505 -0.104 3.327
C: 3.220 -0.013 1.863
C: 3.215 -1.497 1.372
C: 3.116 -2.364 2.625
C: 1.225 -1.200 3.888
H: 3.865 -3.336 8.761
H: 3.741 -3.531 6.958
H: 2.337 -2.996 7.736
H: 5.157 -1.854 7.677
H: 4.023 -0.904 8.508
H: 3.813 0.018 6.124
H: 2.346 -0.896 6.658
H: 2.706 -2.684 5.222
H: 4.417 -2.155 4.845
H: 3.087 0.600 4.046
H: 4.577 -0.246 3.468
H: 2.251 0.477 1.763
H: 3.912 0.697 1.408
H: 2.331 -1.723 0.776
H: 4.095 -1.658 0.749
H: 2.326 -3.113 2.684
H: 4.062 -2.850 2.866
H: 0.879 -0.864 2.910
H: 0.911 -0.434 4.598
H: 0.922 -2.236 4.035
C: -0.387 4.456 -5.237
C: 0.563 3.542 -4.332
C: 1.207 2.384 -5.085
C: 0.363 1.113 -5.293
N: 1.031 -0.179 -5.884
C: 0.022 -1.378 -5.683
C: 0.997 -2.627 -5.680
C: 1.987 -2.081 -4.628
C: 2.187 -0.572 -4.974
C: 1.593 -0.073 -7.330
H: -0.381 5.432 -4.751
H: -1.353 3.963 -5.343
H: -0.026 4.650 -6.247
H: 0.040 3.150 -3.460
H: 1.428 4.109 -3.987
H: 2.223 2.178 -4.751
H: 1.439 2.712 -6.098
H: -0.519 1.291 -5.908
H: 0.023 0.900 -4.279
H: -0.711 -1.368 -6.490
H: -0.510 -1.242 -4.741
H: 1.317 -2.829 -6.703
H: 0.491 -3.520 -5.314
H: 2.978 -2.533 -4.659
H: 1.603 -2.073 -3.608
H: 3.173 -0.246 -5.303
H: 2.177 -0.187 -3.954
H: 2.180 -0.941 -7.629
H: 2.157 0.859 -7.372
H: 0.673 0.210 -7.842
C: -6.126 -6.438 -2.851
C: -4.767 -6.879 -2.160
C: -4.217 -5.737 -1.294
C: -2.722 -6.010 -0.891
N: -2.229 -5.012 0.240
C: -2.193 -3.487 0.038
C: -1.005 -2.923 0.777
C: -0.154 -4.021 1.305
C: -0.652 -5.181 0.410
C: -2.952 -5.273 1.548
H: -5.908 -5.567 -3.468
H: -6.826 -6.170 -2.060
H: -6.405 -7.339 -3.398
H: -4.177 -7.241 -3.003
H: -4.865 -7.755 -1.519
H: -4.838 -5.560 -0.416
H: -4.341 -4.740 -1.716
H: -2.006 -6.053 -1.712
H: -2.511 -7.020 -0.538
H: -3.126 -3.020 0.354
H: -1.986 -3.307 -1.017
H: -1.288 -2.178 1.520
H: -0.542 -2.455 -0.092
H: -0.309 -4.227 2.365
H: 0.860 -3.754 1.007
H: -0.382 -6.144 0.846
H: -0.281 -5.108 -0.612
H: -2.454 -4.554 2.198
H: -2.521 -6.246 1.788
H: -4.038 -5.226 1.621
O: 2.999 3.741 -0.984
C: 3.988 2.854 -1.160
O: 3.910 1.654 -1.269
O: 5.158 3.229 -1.303
H: 2.298 3.101 -0.839
O: 0.927 -0.173 -1.211
C: 0.378 0.583 -0.301
O: -0.342 0.116 0.568
O: 0.865 1.684 -0.330
H: 1.662 0.443 -1.263

As for the expectation value of S²: 0.766. The calculation puts the HOMO-LUMO gap (alpha / beta) at 1.220 / 1.314 eV. As for the spin multiplicity: 2. The max |F| comes out at 7.9 eV Å⁻¹. Its total charge is +4.

Atomic partial charges in e from the Löwdin method, atoms 1 to 99:
1. C 0.038
2. N -0.071
3. C 0.099
4. C 0.080
5. C -0.211
6. C 0.026
7. C 0.062
8. C -0.141
9. C 0.050
10. C 0.082
11. N -0.082
12. C 0.045
13. C 0.086
14. C 0.061
15. H 0.124
16. H 0.093
17. H 0.111
18. H 0.123
19. H 0.136
20. H 0.148
21. H 0.153
22. H 0.131
23. H 0.149
24. H 0.150
25. H 0.141
26. H 0.115
27. H 0.114
28. H 0.119
29. C 0.051
30. N -0.109
31. C -0.011
32. C 0.034
33. C -0.152
34. C 0.041
35. C 0.025
36. C -0.172
37. C -0.019
38. C -0.047
39. N -0.137
40. C -0.026
41. C 0.009
42. C -0.029
43. H 0.101
44. H 0.107
45. H 0.088
46. H 0.129
47. H 0.113
48. H 0.120
49. H 0.135
50. H 0.086
51. H 0.112
52. H 0.134
53. H 0.131
54. H 0.080
55. H 0.102
56. H 0.098
57. C -0.121
58. C -0.202
59. C -0.141
60. C -0.135
61. N -0.242
62. C -0.144
63. C -0.125
64. C -0.095
65. C -0.059
66. C 0.073
67. H 0.091
68. H 0.063
69. H 0.079
70. H 0.108
71. H 0.108
72. H 0.100
73. H 0.101
74. H 0.115
75. H 0.138
76. H 0.119
77. H 0.149
78. H 0.100
79. H 0.116
80. H 0.094
81. H 0.133
82. H 0.102
83. H 0.131
84. H 0.081
85. H 0.108
86. H 0.094
87. C -0.074
88. C -0.207
89. C -0.202
90. C -0.101
91. N -0.216
92. C -0.071
93. C -0.118
94. C -0.138
95. C -0.114
96. C 0.071
97. H 0.070
98. H 0.055
99. H 0.071

(3)
Density functional theory data (ωB97M-V/def2-TZVPD) for 2 unconnected molecules or ions with the total composition C4H11N2 in a non-equilibrium geometry.

Element x y z (Å)
C: -1.339 -0.765 -1.224
C: -2.296 -1.523 -0.671
N: 0.080 -1.129 -1.034
H: -1.466 0.160 -1.750
H: -3.310 -1.172 -0.669
H: -2.097 -2.436 -0.133
H: 0.567 -0.373 -0.395
H: 0.207 -2.108 -0.634
H: 0.593 -1.122 -1.924
C: 0.216 1.792 0.959
C: 2.244 0.619 1.079
N: 1.134 0.745 0.494
H: -0.599 1.876 0.214
H: 0.749 2.769 1.005
H: -0.187 1.565 1.958
H: 3.004 -0.103 0.760
H: 2.498 1.205 1.965

The energy above the lowest of the compared OMol25 structures with the same formula, charge and spin is 334.0 kJ/mol. As for the expectation value of S²: 0.764. The calculation puts the HOMO-LUMO gap (alpha / beta) at 12.009 / 5.194 eV. As for the spin multiplicity: 2. The max |F| comes out at 2.4 eV Å⁻¹. Its total charge is +2.

Listed below, in e, are the Löwdin charges computed for each atom:
1. C -0.051
2. C 0.216
3. N 0.189
4. H 0.140
5. H 0.115
6. H 0.113
7. H 0.093
8. H 0.213
9. H 0.189
10. C -0.009
11. C 0.143
12. N -0.008
13. H 0.104
14. H 0.138
15. H 0.126
16. H 0.137
17. H 0.152